[1]
ORCA calculation (ωB97M-V/def2-TZVPD) on 14 unconnected molecules or ions with the total composition C8H24B2O28 at a distorted geometry.

Last column: natural (NBO) charge in e.
Geometry (Å):
O (0.17954, 2.64704, 4.28739)  -0.593
C (0.24091, 2.26415, 3.10574)  0.682
O (1.10932, 1.51933, 2.48845)  -0.643
B (0.60460, 1.09143, 1.19941)  1.166
O (-0.59037, 1.83914, 0.99746)  -0.669
C (-0.94929, 2.50371, 2.12352)  0.691
O (-1.91234, 3.17423, 2.31833)  -0.546
O (0.38723, -0.39722, 1.27883)  -0.663
C (1.14882, -1.05000, 0.37470)  0.675
O (1.25013, -2.27389, 0.21787)  -0.570
C (1.99392, -0.02085, -0.30912)  0.667
O (1.61272, 1.19429, 0.04560)  -0.652
O (2.78862, -0.29569, -1.13429)  -0.546
O (-1.81873, -0.55868, -8.05883)  -0.614
C (-2.12916, -1.02146, -6.95602)  0.679
O (-3.16545, -0.75937, -6.34294)  -0.612
B (-3.15155, -1.48840, -5.01804)  1.158
O (-1.87984, -2.14980, -4.94731)  -0.643
C (-1.19518, -1.95326, -6.03103)  0.689
O (-0.03819, -2.33136, -6.32041)  -0.580
O (-3.40257, -0.63722, -3.85312)  -0.647
C (-4.53016, -0.93438, -3.25510)  0.690
O (-5.09253, -0.43430, -2.29741)  -0.558
C (-5.11069, -2.10897, -4.07397)  0.667
O (-4.32672, -2.36483, -5.06139)  -0.640
O (-6.21670, -2.61691, -3.89639)  -0.590
O (-0.29567, -2.49059, 6.18037)  -0.936
H (-0.10873, -1.97131, 6.96243)  0.466
H (-1.14604, -2.17162, 5.87811)  0.470
O (6.72682, -4.00589, -5.21295)  -0.947
H (5.87088, -3.64230, -5.43966)  0.475
H (6.62308, -4.32235, -4.31556)  0.472
O (1.19813, 0.39227, 9.82133)  -0.939
H (1.20079, 1.08139, 9.15701)  0.475
H (0.61370, 0.72009, 10.50485)  0.464
O (6.44937, -6.11430, -1.04412)  -0.931
H (5.65672, -6.63377, -0.90964)  0.470
H (7.13694, -6.76168, -1.20021)  0.462
O (-2.45522, -5.81897, 1.98014)  -0.946
H (-1.73984, -5.18504, 2.03113)  0.477
H (-2.52523, -6.02740, 1.04854)  0.469
O (-1.76664, 6.43607, 10.65905)  -0.936
H (-2.16294, 7.27847, 10.88165)  0.464
H (-1.63706, 6.47473, 9.71145)  0.472
O (-4.37332, 4.90351, -2.63805)  -0.941
H (-4.21427, 4.43093, -1.82099)  0.477
H (-5.32473, 4.88930, -2.74223)  0.465
O (6.89998, 3.28763, -4.44021)  -0.933
H (7.80397, 3.54367, -4.25717)  0.459
H (6.77330, 2.48083, -3.94097)  0.474
O (5.91911, 0.72615, 4.94307)  -0.945
H (5.69692, 1.28346, 4.19723)  0.472
H (5.40126, -0.06809, 4.81186)  0.473
O (0.11974, -7.89198, -3.83156)  -0.934
H (0.38090, -7.10083, -3.36026)  0.476
H (0.83267, -8.51113, -3.67468)  0.459
O (-0.46674, 3.95736, -4.34205)  -0.947
H (-1.39721, 4.10581, -4.17350)  0.472
H (-0.24515, 3.19373, -3.80912)  0.475
O (-5.88091, 9.10455, 3.52918)  -0.936
H (-5.82838, 9.38138, 4.44398)  0.463
H (-5.54252, 8.20916, 3.52960)  0.474

## Properties
LUMO: 2.94 eV
Gap between HOMO and LUMO: 8.25 eV
Charge: -2
Relative energy (zero: lowest compared OMol25 entry of this formula, charge and spin): 3.853 eV

[2]
ORCA calculation (ωB97M-V/def2-TZVPD) on a molecular structure, C8H24CdN2O4 at a distorted geometry.

Last column: natural (NBO) charge in e.
Geometry (Å):
Cd (-0.08150, -0.09405, 0.07630)  1.756
O (0.40456, -0.97192, 1.86038)  -1.364
H (0.69896, -1.77017, 2.28129)  0.452
O (-0.64260, 1.10970, -1.46850)  -1.388
H (-1.17935, 1.63756, -2.04483)  0.452
C (-1.72744, -3.24345, 0.34969)  -0.637
C (-1.93072, -2.34499, -0.89176)  -0.068
C (-2.82615, -1.15987, -0.61979)  -0.076
O (-2.33836, -0.35591, 0.42873)  -0.572
C (-3.08834, 0.83956, 0.57520)  -0.240
N (-0.58341, -1.81174, -1.19793)  -0.909
H (-1.31375, -2.76331, 1.23670)  0.257
H (-1.10700, -4.12337, 0.17448)  0.205
H (-2.71524, -3.58037, 0.69181)  0.206
H (-2.31642, -2.97548, -1.69468)  0.191
H (-3.85780, -1.50032, -0.45460)  0.177
H (-2.90493, -0.56971, -1.54376)  0.190
H (-2.49526, 1.60008, 1.07028)  0.203
H (-4.01761, 0.60369, 1.10387)  0.170
H (-3.37893, 1.22329, -0.40752)  0.181
H (-0.58392, -1.48984, -2.16864)  0.390
H (0.19413, -2.46403, -1.16555)  0.383
C (2.63598, 3.05424, 1.49803)  -0.628
C (1.84218, 2.07925, 0.61061)  -0.080
C (2.72060, 0.86523, 0.24185)  -0.073
O (1.98560, 0.01280, -0.61477)  -0.596
C (2.48570, -0.16388, -1.93302)  -0.252
N (0.64177, 1.59146, 1.29152)  -0.930
H (2.12185, 4.01646, 1.54344)  0.214
H (3.61190, 3.27494, 1.05430)  0.205
H (2.77121, 2.67245, 2.50839)  0.211
H (1.52466, 2.55828, -0.31676)  0.218
H (3.09439, 0.33228, 1.12288)  0.197
H (3.65907, 1.29200, -0.13621)  0.182
H (2.84683, -1.18229, -2.11280)  0.171
H (3.25236, 0.55750, -2.20621)  0.184
H (1.61410, -0.04426, -2.58651)  0.212
H (0.80691, 0.93147, 2.06709)  0.431
H (0.17594, 2.35671, 1.77699)  0.372

## Properties
LUMO: 0.82 eV
Gap between HOMO and LUMO: 8.52 eV
Charge: 0
Relative energy (zero: lowest compared OMol25 entry of this formula, charge and spin): 0.291 eV

[3]
ORCA calculation (ωB97M-V/def2-TZVPD) on a molecular structure, C8H24CrN7O15 at a distorted geometry.

Last column: Löwdin spin population.
Geometry (Å):
Cr (1.88993, 1.84796, -1.85826)  3.906
C (0.54114, 0.18740, 0.40213)  0.003
O (0.59265, 0.86447, -0.81867)  -0.001
H (-0.07957, 0.68062, 1.16261)  0.001
H (0.12665, -0.83399, 0.31683)  -0.001
H (1.53046, 0.00027, 0.86013)  -0.002
C (-2.98708, 2.18869, 1.78425)  0.000
N (-1.77345, 2.86924, 1.24889)  0.000
O (-0.86742, 3.08181, 2.02414)  0.000
O (-1.77378, 3.15720, 0.07387)  0.000
H (-3.52708, 2.91928, 2.37522)  0.000
H (-2.61834, 1.38247, 2.40545)  0.000
H (-3.52853, 1.80790, 0.92865)  0.000
C (0.12549, -3.76206, -1.04534)  0.000
N (0.99026, -4.59919, -0.18278)  0.000
O (1.79723, -4.03258, 0.53712)  0.000
O (0.90395, -5.78789, -0.31330)  0.000
H (-0.90194, -4.09721, -0.93127)  0.000
H (0.41008, -3.92361, -2.07926)  0.000
H (0.19742, -2.72982, -0.73215)  0.000
C (4.80677, -1.47015, -2.32884)  0.000
N (3.39902, -1.14742, -1.96897)  0.003
O (2.62463, -2.02848, -1.78610)  0.022
O (3.12122, 0.04127, -1.76237)  0.020
H (4.82353, -2.47355, -2.73016)  0.000
H (5.40152, -1.35275, -1.42812)  0.000
H (5.11973, -0.73928, -3.06952)  0.000
C (2.13373, 1.79200, 3.29361)  0.000
N (2.00265, 3.06684, 4.03664)  0.000
O (1.83293, 4.07460, 3.39115)  0.000
O (2.18679, 3.01451, 5.23019)  0.000
H (1.89036, 1.88157, 2.25040)  0.000
H (1.37875, 1.16469, 3.77791)  0.000
H (3.06572, 1.28957, 3.52934)  0.000
C (-2.56484, -0.64985, -1.48920)  0.000
N (-3.22702, -1.74070, -2.22656)  0.000
O (-2.88781, -2.86226, -1.93914)  0.000
O (-4.06184, -1.44487, -3.05650)  0.000
H (-1.49067, -0.76865, -1.58657)  0.000
H (-2.81248, -0.68042, -0.42512)  0.000
H (-2.93688, 0.32763, -1.77768)  0.000
C (-0.28595, -2.30557, 2.87446)  0.000
N (-1.49120, -1.95406, 2.07665)  0.000
O (-1.92219, -2.80011, 1.33555)  0.000
O (-2.03834, -0.88508, 2.30321)  0.000
H (-0.52141, -3.26303, 3.33126)  0.000
H (-0.19125, -1.55722, 3.65102)  0.000
H (0.57589, -2.39741, 2.22265)  0.000
C (-1.93560, 3.42227, -3.12088)  0.001
N (-0.48328, 3.69397, -3.14607)  0.005
O (-0.07799, 4.75010, -3.49999)  0.015
O (0.25381, 2.75377, -2.80641)  0.027
H (-2.43401, 4.28828, -3.53141)  0.000
H (-2.19342, 3.21939, -2.08173)  0.000
H (-2.10900, 2.51947, -3.70100)  0.000

## Properties
LUMO (spin up / spin down): -4.67 / -4.60 eV
2S+1: 5
Gap between HOMO and LUMO (spin up / spin down): 8.07 / 8.50 eV
Charge: +1

[4]
ORCA calculation (ωB97M-V/def2-TZVPD) on a molecular structure, C8H24F2FeO4S4 at a distorted geometry.

Last column: Löwdin spin population.
Geometry (Å):
Fe (-1.22352, 0.21270, -0.01385)  3.724
F (-2.64041, -0.08748, 1.39347)  0.063
F (-2.02257, 1.56828, -1.18982)  0.078
C (-2.09824, 3.63998, 1.12171)  0.001
S (-0.71083, 2.89317, 1.97752)  0.012
O (-0.44826, 1.65429, 1.21425)  0.021
C (0.53157, 4.06176, 1.40503)  0.003
H (-2.22299, 4.64629, 1.53042)  0.000
H (-2.99193, 3.04950, 1.30246)  0.000
H (-1.84689, 3.64515, 0.06201)  0.000
H (0.46442, 5.01595, 1.92561)  0.001
H (0.30688, 4.28061, 0.35642)  0.000
H (1.51316, 3.59638, 1.42875)  0.000
C (-0.64328, -1.17724, 3.68550)  0.000
S (-0.26622, -2.18291, 2.25899)  0.007
O (-0.02726, -1.20536, 1.16057)  0.021
C (1.35850, -2.73237, 2.77281)  0.003
H (0.12888, -0.40576, 3.75743)  0.000
H (-0.60485, -1.81615, 4.56584)  0.000
H (-1.57048, -0.63661, 3.49688)  0.000
H (2.10315, -1.94142, 2.75688)  0.000
H (1.62642, -3.58374, 2.14871)  0.000
H (1.24135, -3.14139, 3.77937)  0.001
C (-2.11629, -3.54758, -2.61509)  0.004
S (-1.39573, -2.88581, -1.11746)  0.007
O (-1.85019, -1.47654, -1.11071)  0.020
C (0.31140, -2.90214, -1.69642)  -0.001
H (-1.70895, -4.53278, -2.84113)  0.001
H (-2.01654, -2.82847, -3.42507)  0.000
H (-3.17717, -3.67776, -2.39966)  0.000
H (0.34780, -2.57237, -2.73487)  0.000
H (0.64184, -3.94419, -1.70421)  0.000
H (0.89988, -2.27913, -1.02951)  0.000
C (1.29750, 2.25751, -2.61361)  0.001
S (1.75490, 1.16122, -1.27118)  0.007
O (0.59464, 0.24893, -1.10668)  0.021
C (3.02634, 0.20707, -2.10787)  0.004
H (2.11847, 2.93795, -2.83930)  0.000
H (0.43428, 2.81758, -2.25438)  0.000
H (1.00834, 1.65393, -3.47168)  0.000
H (3.93870, 0.80142, -2.05383)  0.001
H (2.76322, -0.16913, -3.09174)  0.000
H (3.17092, -0.62337, -1.41257)  0.000

## Properties
LUMO (spin up / spin down): 0.27 / 0.27 eV
2S+1: 5
Gap between HOMO and LUMO (spin up / spin down): 7.48 / 5.84 eV
Charge: 0
Relative energy (zero: lowest compared OMol25 entry of this formula, charge and spin): 0.000 eV